Entry 1:
Computed, not measured: a single C11H11NO2 molecule, with ωB97M-V with the def2-TZVPD basis set.

Results
Energy relative to the best compared isomer or geometry (same formula, charge and spin) ... 4.1044 eV
SMILES ... C[C@@H](C1=NC(=O)OC1)c1ccccc1
Energy ... -630.89984 Ha
Frontier orbital gap ... 9.478 eV
LUMO level ... -0.01 eV
HOMO energy ... -9.48 eV
Multiplicity ... 1

```
25
C11H11NO2, DFT ωB97M-V with the def2-TZVPD basis set
C -1.98 -0.32 1.32
C 0.84 0.14 0.15
C 1.04 -0.07 -1.18
C 2.03 -0.90 -1.71
H -1.25 -1.22 1.56
C 2.37 -1.74 0.47
H 0.96 2.82 -0.30
H 2.33 -0.73 -2.69
H -0.59 2.14 -1.20
C -0.04 1.22 0.56
C 1.45 -0.79 1.01
H -0.63 3.31 0.05
H 0.00 1.18 1.58
N -2.49 0.32 -0.85
C -1.59 0.53 0.11
H 3.04 -2.34 1.17
C -0.05 2.52 -0.29
O -3.24 -0.81 1.01
H -2.01 0.25 2.18
C -3.55 -0.37 -0.25
H 1.21 -0.81 2.01
H 3.52 -2.37 -1.06
O -4.51 -0.66 -0.89
H 0.44 0.43 -1.92
C 2.71 -1.72 -0.85
```

Entry 2:
Computed, not measured: a single C11H11NO2 molecule, with ωB97M-V with the def2-TZVPD basis set.

Results
Energy relative to the best compared isomer or geometry (same formula, charge and spin) ... 2.7688 eV
SMILES ... COc1cnc2c(OC)cccc2c1
Energy ... -630.94892 Ha
Frontier orbital gap ... 8.038 eV
LUMO level ... 0.29 eV
HOMO energy ... -7.75 eV
Multiplicity ... 1

```
25
C11H11NO2, DFT ωB97M-V with the def2-TZVPD basis set
H 1.56 -2.43 0.82
C 2.25 -2.51 0.02
C 2.97 1.02 -0.02
H 0.58 3.42 -0.02
C 1.01 2.46 0.05
C 2.18 -0.14 0.01
C 0.75 0.00 0.00
O -3.30 0.58 -0.03
H -3.91 -1.22 -0.79
C -1.94 0.31 -0.10
H 1.87 -2.81 -1.01
H 3.02 3.16 0.01
C 2.37 2.30 -0.01
C -1.19 1.45 -0.06
H -5.19 -0.22 -0.07
C -1.37 -0.93 -0.01
H -1.89 -1.84 0.02
H 3.04 -3.24 0.18
H 4.09 0.93 0.00
N -0.06 -1.10 0.01
C -4.16 -0.56 0.04
H -1.68 2.38 -0.06
O 2.91 -1.27 -0.05
C 0.22 1.33 0.06
H -4.13 -1.09 1.00
```

Entry 3:
Computed, not measured: 2 unconnected molecules or ions with the total composition C11H11NO3, with ωB97M-V with the def2-TZVPD basis set.

Results
Energy relative to the best compared isomer or geometry (same formula, charge and spin) ... 6.2763 eV
SMILES ... O/N=C\c1ccccc1.C#CC(=O)OC
Energy ... -706.03564 Ha
Frontier orbital gap (spin up / spin down) ... 9.571 / 9.571 eV
LUMO level (spin up / spin down) ... 0.51 / 0.51 eV
HOMO energy (spin up / spin down) ... -9.06 / -9.06 eV
Multiplicity ... 1

```
26
C11H11NO3, DFT ωB97M-V with the def2-TZVPD basis set
H 5.02 1.63 0.99
C 0.31 0.59 0.47
O -0.66 -0.94 -0.82
O -3.87 1.18 1.11
C 3.55 -1.08 -0.51
H -2.00 2.62 -2.74
H -4.69 -2.18 0.08
H -3.31 -2.14 0.80
C -2.78 1.46 -0.94
C -2.36 1.97 -1.96
C 2.68 1.14 0.92
C -3.40 0.70 0.11
H 0.09 1.46 1.20
O -3.53 -0.62 -0.35
H 3.84 -2.12 -0.75
N -0.80 0.14 0.09
H -1.50 -1.23 -0.94
H 5.58 -0.55 -0.01
C 4.09 0.97 0.71
H 1.50 -1.46 -1.02
C 2.23 -0.80 -0.40
H -4.46 -1.04 1.41
C -4.10 -1.56 0.57
C 4.48 -0.25 0.07
H 2.35 1.83 1.65
C 1.74 0.28 0.29
```

Entry 4:
Computed, not measured: a molecular structure, C11H12BrN5O7P2Pb, with ωB97M-V with the def2-TZVPD basis set.

Results
Energy relative to the best compared isomer or geometry (same formula, charge and spin) ... 5.0637 eV
Charge ... +2
Energy ... -4676.03425 Ha
Frontier orbital gap ... 5.895 eV
LUMO level ... -9.83 eV
HOMO energy ... -15.73 eV
Multiplicity ... 1

```
39
C11H12BrN5O7P2Pb, DFT ωB97M-V with the def2-TZVPD basis set
C 12.25 4.59 11.36
P 5.69 6.75 12.85
C 7.63 4.73 8.95
O 4.59 7.01 11.78
H 4.33 2.78 13.15
H 6.67 4.59 9.34
C 8.41 5.84 15.05
N 11.16 5.00 12.07
N 9.21 5.43 13.99
N 10.39 5.13 15.78
O 5.69 5.04 13.18
O 5.23 4.56 10.73
Br 11.63 5.36 6.76
H 7.47 6.27 15.16
C 7.71 4.51 7.60
H 6.80 4.17 7.11
C 8.85 4.82 6.92
H 12.29 4.73 10.32
H 4.66 6.28 11.06
H 8.89 4.72 5.82
Pb 8.51 5.52 11.94
C 13.17 4.07 12.28
H 14.19 3.70 12.12
H 13.07 3.92 14.38
H 11.09 4.97 16.47
H 8.88 5.83 17.16
P 5.78 4.04 12.00
C 10.43 5.11 14.40
H 10.72 5.59 9.54
O 7.39 3.78 12.00
C 10.03 5.07 7.60
N 8.70 5.13 9.61
C 9.12 5.57 16.14
C 11.43 4.85 13.34
O 5.12 2.63 12.54
C 9.87 5.29 8.97
N 12.66 4.30 13.53
O 7.00 6.80 12.06
O 5.66 7.53 14.09
```

Question: Number 4 is which compound?
Answer: C11H12BrN5O7P2Pb

Copy entry 1 word for word.
Computed, not measured: a single C11H11NO2 molecule, with ωB97M-V with the def2-TZVPD basis set.

Results
Energy relative to the best compared isomer or geometry (same formula, charge and spin) ... 4.1044 eV
SMILES ... C[C@@H](C1=NC(=O)OC1)c1ccccc1
Energy ... -630.89984 Ha
Frontier orbital gap ... 9.478 eV
LUMO level ... -0.01 eV
HOMO energy ... -9.48 eV
Multiplicity ... 1

```
25
C11H11NO2, DFT ωB97M-V with the def2-TZVPD basis set
C -1.98 -0.32 1.32
C 0.84 0.14 0.15
C 1.04 -0.07 -1.18
C 2.03 -0.90 -1.71
H -1.25 -1.22 1.56
C 2.37 -1.74 0.47
H 0.96 2.82 -0.30
H 2.33 -0.73 -2.69
H -0.59 2.14 -1.20
C -0.04 1.22 0.56
C 1.45 -0.79 1.01
H -0.63 3.31 0.05
H 0.00 1.18 1.58
N -2.49 0.32 -0.85
C -1.59 0.53 0.11
H 3.04 -2.34 1.17
C -0.05 2.52 -0.29
O -3.24 -0.81 1.01
H -2.01 0.25 2.18
C -3.55 -0.37 -0.25
H 1.21 -0.81 2.01
H 3.52 -2.37 -1.06
O -4.51 -0.66 -0.89
H 0.44 0.43 -1.92
C 2.71 -1.72 -0.85
```